Entry 1:
Density functional theory data (ωB97M-V with the def2-TZVPD basis set) for C21H20ClN12PdTe as an isolated structure in a non-equilibrium geometry.

Computed properties:
Energy relative to the best compared isomer or geometry (same formula, charge and spin) (kJ/mol): 32.6
F_max (eV/Å): 1.4
Charge: -1
HOMO energy (eV): -4.94

Atoms and positions in Å:
1 Pd -1.24 0.31 0.30
2 N -1.11 3.44 2.12
3 C -2.31 3.07 1.55
4 N -3.40 3.83 1.62
5 N -4.35 3.12 0.98
6 N -3.87 2.00 0.55
7 N -2.56 1.94 0.90
8 C 0.12 2.84 1.88
9 N 1.27 3.44 2.15
10 N 2.20 2.53 1.80
11 N 1.63 1.46 1.34
12 N 0.28 1.62 1.38
13 H -1.07 4.39 2.45
14 C 1.63 -1.76 -0.07
15 Te -0.41 -1.97 -0.70
16 C 0.38 -1.67 -2.67
17 C 1.87 -1.89 -2.57
18 C 2.66 -2.05 -3.71
19 C 4.03 -2.18 -3.61
20 C 4.64 -2.13 -2.36
21 C 3.87 -1.98 -1.22
22 C 2.48 -1.88 -1.31
23 H 1.86 -2.53 0.66
24 H 1.74 -0.78 0.41
25 H 0.16 -0.64 -2.95
26 H -0.08 -2.34 -3.38
27 H 2.18 -2.07 -4.68
28 H 4.63 -2.31 -4.50
29 H 5.72 -2.22 -2.27
30 H 4.33 -1.95 -0.24
31 Cl 0.97 -5.56 3.50
32 C 0.12 -4.10 3.07
33 C 0.71 -2.87 3.33
34 C 0.02 -1.71 2.99
35 C -1.24 -1.75 2.40
36 C -1.96 -0.50 2.08
37 C -1.79 -3.01 2.13
38 C -1.12 -4.18 2.47
39 H 1.69 -2.82 3.78
40 H 0.48 -0.74 3.17
41 H -1.71 0.32 2.74
42 H -3.02 -0.59 1.91
43 H -2.76 -3.06 1.66
44 H -1.56 -5.14 2.26
45 N -3.35 3.63 -2.06
46 C -2.07 3.14 -1.92
47 C -1.82 1.75 -1.96
48 N -0.61 1.27 -1.78
49 C 0.40 2.15 -1.64
50 C 0.16 3.50 -1.67
51 N -1.07 4.00 -1.79
52 H -4.05 3.03 -1.64
53 H -3.43 4.58 -1.73
54 H -2.63 1.05 -2.13
55 H 1.39 1.74 -1.49
56 H 0.97 4.21 -1.55

Charges computed using Löwdin, reported in e: number 1, Pd, carries 0.506; number 2, N, carries 0.132; number 3, C, carries -0.482; number 4, N, carries 0.013; number 5, N, carries -0.120; number 6, N, carries -0.094; number 7, N, carries -0.082; number 8, C, carries -0.507; number 9, N, carries 0.004; number 10, N, carries -0.119; number 11, N, carries -0.105; number 12, N, carries -0.051; number 13, H, carries 0.124; number 14, C, carries -0.375; number 15, Te, carries 1.431; number 16, C, carries -0.413; number 17, C, carries -0.284; number 18, C, carries -0.051; number 19, C, carries -0.098; number 20, C, carries -0.094; number 21, C, carries -0.037; number 22, C, carries -0.272; number 23, H, carries 0.053; number 24, H, carries 0.027; number 25, H, carries 0.032; number 26, H, carries 0.051; number 27, H, carries 0.110; number 28, H, carries 0.096; number 29, H, carries 0.097; number 30, H, carries 0.117; number 31, Cl, carries 0.627; number 32, C, carries -0.681; number 33, C, carries -0.115; number 34, C, carries -0.055; number 35, C, carries -0.377; number 36, C, carries -0.187; number 37, C, carries -0.121; number 38, C, carries -0.124; number 39, H, carries 0.107; number 40, H, carries 0.115; number 41, H, carries 0.053; number 42, H, carries 0.053; number 43, H, carries 0.114; number 44, H, carries 0.102; number 45, N, carries 0.126; number 46, C, carries -0.398; number 47, C, carries -0.130; number 48, N, carries -0.042; number 49, C, carries -0.154; number 50, C, carries -0.121; number 51, N, carries 0.135; number 52, H, carries 0.062; number 53, H, carries 0.092; number 54, H, carries 0.104; number 55, H, carries 0.100; number 56, H, carries 0.107

=====

Entry 2:
Density functional theory data (ωB97M-V with the def2-TZVPD basis set) for C21H20ClN5O in the gas phase.

Computed properties:
Energy relative to the best compared isomer or geometry (same formula, charge and spin) (kJ/mol): 175.1
F_max (eV/Å): 0.1
Structure (SMILES): C=CCn1cc(-c2n[nH]c3c2CN(C(=O)C2(c4ccccc4Cl)CC2)C3)cn1
HOMO energy (eV): -8.32

Atoms and positions in Å:
1 C -6.69 0.43 1.42
2 C -6.51 0.93 0.21
3 C -5.93 2.29 -0.06
4 N -4.76 2.22 -0.92
5 C -3.59 1.62 -0.66
6 C -2.80 1.78 -1.78
7 C -1.44 1.30 -1.98
8 N -0.80 1.50 -3.13
9 N 0.42 0.94 -2.97
10 C 0.55 0.39 -1.75
11 C -0.61 0.60 -1.07
12 C -0.54 0.02 0.30
13 N 0.83 -0.54 0.30
14 C 1.16 -1.39 1.30
15 O 0.35 -1.64 2.19
16 C 2.53 -2.06 1.30
17 C 3.71 -1.24 0.89
18 C 4.03 -0.16 1.71
19 C 5.10 0.68 1.44
20 C 5.90 0.43 0.34
21 C 5.62 -0.63 -0.49
22 C 4.53 -1.45 -0.22
23 Cl 4.20 -2.71 -1.39
24 C 2.73 -2.95 2.51
25 C 2.47 -3.57 1.19
26 C 1.59 -0.31 -0.95
27 C -3.61 2.51 -2.67
28 N -4.80 2.77 -2.15
29 H -7.12 -0.55 1.57
30 H -6.43 1.00 2.30
31 H -6.77 0.35 -0.67
32 H -6.64 2.92 -0.58
33 H -5.66 2.78 0.88
34 H -3.41 1.12 0.27
35 H 1.08 0.98 -3.73
36 H -0.65 0.75 1.10
37 H -1.26 -0.78 0.48
38 H 3.41 0.02 2.58
39 H 5.31 1.51 2.10
40 H 6.75 1.07 0.12
41 H 6.22 -0.84 -1.36
42 H 3.75 -2.99 2.89
43 H 1.94 -2.94 3.25
44 H 1.49 -4.00 1.02
45 H 3.29 -4.06 0.68
46 H 1.91 -1.26 -1.40
47 H 2.47 0.31 -0.78
48 H -3.37 2.85 -3.67

Charges computed using Löwdin, reported in e: number 1, C, carries 0.008; number 2, C, carries -0.168; number 3, C, carries -0.146; number 4, N, carries -0.172; number 5, C, carries -0.010; number 6, C, carries -0.151; number 7, C, carries -0.203; number 8, N, carries 0.098; number 9, N, carries 0.043; number 10, C, carries -0.184; number 11, C, carries -0.091; number 12, C, carries -0.060; number 13, N, carries 0.004; number 14, C, carries -0.398; number 15, O, carries 0.064; number 16, C, carries -0.305; number 17, C, carries -0.212; number 18, C, carries -0.019; number 19, C, carries -0.070; number 20, C, carries -0.080; number 21, C, carries -0.111; number 22, C, carries -0.584; number 23, Cl, carries 0.723; number 24, C, carries -0.057; number 25, C, carries -0.072; number 26, C, carries -0.038; number 27, C, carries -0.098; number 28, N, carries 0.081; number 29, H, carries 0.055; number 30, H, carries 0.060; number 31, H, carries 0.107; number 32, H, carries 0.122; number 33, H, carries 0.122; number 34, H, carries 0.132; number 35, H, carries 0.155; number 36, H, carries 0.131; number 37, H, carries 0.127; number 38, H, carries 0.133; number 39, H, carries 0.106; number 40, H, carries 0.106; number 41, H, carries 0.102; number 42, H, carries 0.117; number 43, H, carries 0.106; number 44, H, carries 0.118; number 45, H, carries 0.071; number 46, H, carries 0.101; number 47, H, carries 0.128; number 48, H, carries 0.108

=====

Entry 3:
Density functional theory data (ωB97M-V with the def2-TZVPD basis set) for C21H20ClN5O in the gas phase.

Computed properties:
Energy relative to the best compared isomer or geometry (same formula, charge and spin) (kJ/mol): 176.5
F_max (eV/Å): 0.4
Structure (SMILES): C=CCn1cc(-c2n[nH]c3c2CN(C(=O)C2(c4ccccc4Cl)CC2)C3)cn1
HOMO energy (eV): -8.36

Atoms and positions in Å:
1 C -4.45 -1.30 1.47
2 C -3.93 -0.61 0.47
3 C -2.89 0.46 0.64
4 N -1.71 0.20 -0.16
5 C -0.68 -0.62 0.12
6 C 0.15 -0.62 -0.98
7 C 1.40 -1.35 -1.14
8 N 2.10 -1.27 -2.26
9 N 3.19 -2.05 -2.07
10 C 3.19 -2.61 -0.85
11 C 2.06 -2.19 -0.21
12 C 1.99 -2.77 1.16
13 N 3.24 -3.54 1.21
14 C 3.59 -4.16 2.37
15 O 2.89 -4.06 3.36
16 C 4.94 -4.86 2.38
17 C 5.10 -6.11 1.56
18 C 6.01 -6.17 0.51
19 C 6.18 -7.32 -0.24
20 C 5.43 -8.45 0.05
21 C 4.53 -8.42 1.10
22 C 4.37 -7.27 1.84
23 Cl 3.25 -7.29 3.17
24 C 6.12 -3.95 2.61
25 C 5.62 -4.83 3.72
26 C 4.03 -3.53 -0.04
27 C -0.49 0.23 -1.89
28 N -1.61 0.72 -1.40
29 H -5.20 -2.06 1.31
30 H -4.14 -1.13 2.50
31 H -4.24 -0.80 -0.55
32 H -3.27 1.42 0.32
33 H -2.59 0.53 1.69
34 H -0.61 -1.13 1.07
35 H 3.86 -2.14 -2.82
36 H 1.98 -2.03 1.96
37 H 1.13 -3.43 1.32
38 H 6.59 -5.29 0.27
39 H 6.90 -7.34 -1.05
40 H 5.56 -9.36 -0.53
41 H 3.94 -9.30 1.35
42 H 7.06 -4.20 2.14
43 H 5.92 -2.89 2.68
44 H 5.07 -4.38 4.53
45 H 6.22 -5.69 3.98
46 H 4.11 -4.52 -0.48
47 H 5.04 -3.15 0.14
48 H -0.17 0.51 -2.88

Charges computed using Löwdin, reported in e: number 1, C, carries 0.006; number 2, C, carries -0.163; number 3, C, carries -0.147; number 4, N, carries -0.173; number 5, C, carries -0.008; number 6, C, carries -0.151; number 7, C, carries -0.202; number 8, N, carries 0.098; number 9, N, carries 0.041; number 10, C, carries -0.185; number 11, C, carries -0.090; number 12, C, carries -0.058; number 13, N, carries -0.003; number 14, C, carries -0.429; number 15, O, carries 0.059; number 16, C, carries -0.342; number 17, C, carries -0.192; number 18, C, carries -0.048; number 19, C, carries -0.077; number 20, C, carries -0.082; number 21, C, carries -0.103; number 22, C, carries -0.575; number 23, Cl, carries 0.758; number 24, C, carries -0.064; number 25, C, carries -0.059; number 26, C, carries -0.036; number 27, C, carries -0.097; number 28, N, carries 0.084; number 29, H, carries 0.054; number 30, H, carries 0.059; number 31, H, carries 0.105; number 32, H, carries 0.123; number 33, H, carries 0.122; number 34, H, carries 0.132; number 35, H, carries 0.155; number 36, H, carries 0.129; number 37, H, carries 0.132; number 38, H, carries 0.110; number 39, H, carries 0.104; number 40, H, carries 0.105; number 41, H, carries 0.104; number 42, H, carries 0.101; number 43, H, carries 0.117; number 44, H, carries 0.111; number 45, H, carries 0.117; number 46, H, carries 0.125; number 47, H, carries 0.128; number 48, H, carries 0.108

=====

Entry 4:
Density functional theory data (ωB97M-V with the def2-TZVPD basis set) for C21H20ClN5O in the gas phase.

Computed properties:
Energy relative to the best compared isomer or geometry (same formula, charge and spin) (kJ/mol): 196.8
F_max (eV/Å): 0.3
Structure (SMILES): C=CCn1cc(-c2n[nH]c3c2CN(C(=O)C2(c4ccccc4Cl)CC2)C3)cn1
HOMO energy (eV): -8.38

Atoms and positions in Å:
1 C -5.87 2.06 1.33
2 C -5.73 2.17 0.02
3 C -5.23 3.40 -0.67
4 N -4.06 3.12 -1.49
5 C -2.90 2.56 -1.09
6 C -2.09 2.49 -2.20
7 C -0.75 1.94 -2.28
8 N -0.07 1.93 -3.43
9 N 1.11 1.35 -3.15
10 C 1.19 1.00 -1.85
11 C 0.03 1.35 -1.25
12 C 0.04 0.99 0.19
13 N 1.35 0.30 0.30
14 C 1.55 -0.48 1.40
15 O 0.72 -0.53 2.28
16 C 2.83 -1.28 1.51
17 C 2.58 -2.76 1.37
18 C 2.75 -3.34 0.12
19 C 2.51 -4.69 -0.11
20 C 2.09 -5.48 0.95
21 C 1.92 -4.93 2.20
22 C 2.16 -3.58 2.41
23 Cl 1.93 -2.97 4.02
24 C 4.18 -0.74 1.11
25 C 3.82 -0.84 2.56
26 C 2.18 0.39 -0.92
27 C -2.87 3.07 -3.23
28 N -4.06 3.45 -2.79
29 H -6.25 1.16 1.79
30 H -5.62 2.88 1.99
31 H -5.98 1.33 -0.63
32 H -5.97 3.80 -1.35
33 H -4.99 4.17 0.07
34 H -2.76 2.23 -0.07
35 H 1.79 1.24 -3.88
36 H 0.01 1.85 0.87
37 H -0.75 0.31 0.50
38 H 3.10 -2.72 -0.70
39 H 2.65 -5.11 -1.09
40 H 1.89 -6.54 0.80
41 H 1.60 -5.54 3.04
42 H 4.89 -1.45 0.70
43 H 4.25 0.25 0.68
44 H 3.59 0.08 3.08
45 H 4.28 -1.60 3.17
46 H 2.54 -0.59 -1.23
47 H 3.04 1.05 -0.78
48 H -2.60 3.22 -4.26

Charges computed using Löwdin, reported in e: number 1, C, carries 0.010; number 2, C, carries -0.172; number 3, C, carries -0.145; number 4, N, carries -0.171; number 5, C, carries -0.009; number 6, C, carries -0.151; number 7, C, carries -0.201; number 8, N, carries 0.099; number 9, N, carries 0.042; number 10, C, carries -0.191; number 11, C, carries -0.091; number 12, C, carries -0.057; number 13, N, carries 0.004; number 14, C, carries -0.395; number 15, O, carries 0.067; number 16, C, carries -0.326; number 17, C, carries -0.176; number 18, C, carries -0.028; number 19, C, carries -0.078; number 20, C, carries -0.082; number 21, C, carries -0.105; number 22, C, carries -0.569; number 23, Cl, carries 0.739; number 24, C, carries -0.072; number 25, C, carries -0.077; number 26, C, carries -0.045; number 27, C, carries -0.098; number 28, N, carries 0.081; number 29, H, carries 0.056; number 30, H, carries 0.061; number 31, H, carries 0.108; number 32, H, carries 0.122; number 33, H, carries 0.122; number 34, H, carries 0.131; number 35, H, carries 0.154; number 36, H, carries 0.133; number 37, H, carries 0.127; number 38, H, carries 0.106; number 39, H, carries 0.103; number 40, H, carries 0.105; number 41, H, carries 0.102; number 42, H, carries 0.114; number 43, H, carries 0.091; number 44, H, carries 0.119; number 45, H, carries 0.097; number 46, H, carries 0.118; number 47, H, carries 0.118; number 48, H, carries 0.108

=====

Entry 5:
Density functional theory data (ωB97M-V with the def2-TZVPD basis set) for C21H20ClN5O in the gas phase in a non-equilibrium geometry.

Computed properties:
Energy relative to the best compared isomer or geometry (same formula, charge and spin) (kJ/mol): 364.8
F_max (eV/Å): 5.7
Structure (SMILES): CN(C)c1nc(/C=C/c2cccc(N3CCCC3=O)n2)nc2ccc(Cl)cc12
HOMO energy (eV): -8.46

Atoms and positions in Å:
1 C -4.17 3.94 1.61
2 N -3.59 3.76 0.27
3 C -4.47 3.34 -0.86
4 C -2.27 3.30 0.22
5 N -2.17 2.10 0.68
6 C -0.95 1.67 0.89
7 C -0.71 0.20 0.93
8 C 0.50 -0.41 0.56
9 C 0.73 -1.92 0.75
10 C 0.07 -2.57 1.78
11 C 0.32 -3.82 2.12
12 C 1.15 -4.56 1.24
13 C 1.70 -4.00 0.20
14 N 2.47 -4.78 -0.66
15 C 3.71 -4.37 -1.29
16 C 3.71 -5.31 -2.59
17 C 3.23 -6.60 -1.92
18 C 2.22 -6.03 -1.05
19 O 1.20 -6.71 -0.92
20 N 1.59 -2.70 -0.02
21 N 0.08 2.49 0.65
22 C -0.08 3.78 0.30
23 C 1.00 4.66 0.34
24 C 0.92 6.03 0.08
25 C -0.34 6.60 -0.28
26 Cl -0.57 8.16 -0.86
27 C -1.45 5.70 -0.43
28 C -1.31 4.23 0.00
29 H -4.58 3.07 2.07
30 H -4.88 4.81 1.63
31 H -3.41 4.08 2.36
32 H -4.68 4.16 -1.47
33 H -4.06 2.55 -1.41
34 H -5.45 2.99 -0.57
35 H -1.61 -0.24 1.26
36 H 1.38 0.21 0.21
37 H -0.63 -1.90 2.24
38 H -0.02 -4.45 2.94
39 H 1.34 -5.60 1.56
40 H 4.59 -4.59 -0.69
41 H 3.63 -3.37 -1.54
42 H 4.64 -5.55 -3.03
43 H 3.04 -4.76 -3.28
44 H 4.11 -7.07 -1.39
45 H 2.76 -7.30 -2.53
46 H 1.87 4.13 0.61
47 H 1.85 6.58 0.12
48 H -2.40 6.08 -0.83

Charges computed using Löwdin, reported in e: number 1, C, carries -0.067; number 2, N, carries -0.189; number 3, C, carries -0.032; number 4, C, carries -0.305; number 5, N, carries 0.217; number 6, C, carries -0.308; number 7, C, carries -0.012; number 8, C, carries 0.030; number 9, C, carries -0.204; number 10, C, carries -0.073; number 11, C, carries -0.031; number 12, C, carries -0.008; number 13, C, carries -0.310; number 14, N, carries 0.029; number 15, C, carries -0.097; number 16, C, carries -0.112; number 17, C, carries -0.101; number 18, C, carries -0.489; number 19, O, carries 0.054; number 20, N, carries 0.191; number 21, N, carries 0.180; number 22, C, carries -0.272; number 23, C, carries 0.008; number 24, C, carries -0.057; number 25, C, carries -0.702; number 26, Cl, carries 0.710; number 27, C, carries 0.031; number 28, C, carries -0.061; number 29, H, carries 0.060; number 30, H, carries 0.098; number 31, H, carries 0.074; number 32, H, carries 0.050; number 33, H, carries 0.064; number 34, H, carries 0.078; number 35, H, carries 0.091; number 36, H, carries 0.122; number 37, H, carries 0.099; number 38, H, carries 0.121; number 39, H, carries 0.135; number 40, H, carries 0.125; number 41, H, carries 0.085; number 42, H, carries 0.090; number 43, H, carries 0.130; number 44, H, carries 0.156; number 45, H, carries 0.100; number 46, H, carries 0.101; number 47, H, carries 0.102; number 48, H, carries 0.099